one.
{
  "formula": "H26NeO13",
  "method": "ωB97M-V/def2-TZVPD",
  "elements": ["Ne", "O", "O", "O", "O", "O", "O", "O", "O", "O", "O", "O", "O", "O", "H", "H", "H", "H", "H", "H", "H", "H", "H", "H", "H", "H", "H", "H", "H", "H", "H", "H", "H", "H", "H", "H", "H", "H", "H", "H"],
  "coordinates": [[-0.08474, -0.06152, -0.02624], [-1.04070, -3.63650, 1.40300], [3.18115, -0.16054, 1.77278], [-0.64172, -1.18210, -2.61272], [-2.93634, -0.84887, -0.81153], [0.56412, -0.73624, 2.64887], [-2.17558, -0.06706, 1.88929], [-2.00456, 2.40765, -0.85572], [-2.45557, 2.81859, 1.89148], [0.02866, -3.76025, -1.76243], [2.81587, -1.84278, -0.42840], [1.85703, 0.09012, -2.48171], [2.96535, 2.80073, -2.19422], [1.59242, 3.82238, 1.26844], [3.19220, -2.70349, -0.24461], [0.34590, -1.60415, 2.98852], [-3.61922, -0.27264, -1.15484], [1.81009, 2.89025, 1.26968], [-1.31779, -3.05309, 0.69654], [-0.10518, -3.77023, 1.25080], [0.91847, -0.02853, -2.62757], [-2.82834, -0.57660, 0.09975], [-2.24754, 2.85816, 0.95801], [-1.41063, -0.90309, -2.11556], [-2.29382, 3.30466, -1.02280], [2.38041, -0.17693, 2.29699], [-2.27973, 1.91841, -1.63106], [3.76207, 0.43931, 2.24067], [2.10461, -0.63601, -1.90929], [-2.12590, 0.88876, 1.87598], [2.75126, -1.42115, 0.42850], [-0.99647, -1.71483, -3.32447], [-2.71665, 3.71140, 2.11724], [0.91375, 3.91122, 1.93757], [-2.87302, -0.26244, 2.51510], [-0.02405, -2.83165, -1.98860], [2.62303, 1.90692, -2.20665], [3.53068, 2.85195, -2.96494], [-0.87888, -4.02088, -1.60533], [-0.28063, -0.34892, 2.41949]],
  "mulliken_charge": [0.018, -0.609, -0.702, -0.682, -0.614, -0.645, -0.606, -0.611, -0.716, -0.649, -0.587, -0.648, -0.633, -0.610, 0.290, 0.266, 0.263, 0.313, 0.275, 0.320, 0.331, 0.351, 0.355, 0.316, 0.288, 0.348, 0.273, 0.319, 0.317, 0.426, 0.369, 0.296, 0.327, 0.296, 0.233, 0.435, 0.390, 0.292, 0.273, 0.330],
  "spin_multiplicity": 1,
  "mol_weight_g_mol": 254.38,
  "lumo_ha": -0.011,
  "homo_energy_ev": -10.11,
  "homo_lumo_gap_ev": 9.803
}



two.
{
  "formula": "H26NeO13",
  "method": "ωB97M-V/def2-TZVPD",
  "elements": ["Ne", "O", "O", "O", "O", "O", "O", "O", "O", "O", "O", "O", "O", "O", "H", "H", "H", "H", "H", "H", "H", "H", "H", "H", "H", "H", "H", "H", "H", "H", "H", "H", "H", "H", "H", "H", "H", "H", "H", "H"],
  "coordinates": [[-0.02464, -0.29422, 0.30505], [-3.16373, 1.66894, -0.08886], [0.23938, -0.52176, 3.69364], [1.92158, -2.10496, 0.61169], [-1.34458, 1.59467, 2.38966], [2.87431, 2.69358, 1.23763], [-2.64459, -2.05167, 2.57684], [2.50352, 0.29759, -2.71892], [0.71145, 2.74110, -1.09991], [0.69573, -3.91386, -1.30357], [-3.88385, -0.92899, 0.51914], [-0.97597, -2.14778, -2.69627], [3.07189, 0.15154, -0.11175], [-0.52265, 1.63254, -3.38965], [1.07317, 2.56531, -0.23130], [-2.21689, 1.55406, -0.00805], [-0.04438, 1.74300, -4.21141], [-4.83005, -1.07269, 0.50180], [-3.77544, -0.01326, 0.26240], [-3.32505, 1.67533, -1.03235], [3.10650, 0.76932, -3.29347], [-1.21767, 2.49107, 2.07891], [2.09584, -1.16442, 0.64675], [0.08098, -0.18767, 4.57655], [2.70578, 1.79916, 0.94126], [2.70775, 0.32590, -0.97964], [-3.19834, -1.81088, 1.83412], [3.27820, 2.58886, 2.09911], [-2.00489, 1.67067, 3.07847], [-0.31007, -2.61292, -2.18984], [1.47451, 2.76495, -1.67731], [0.03596, 2.04334, -2.72977], [1.00484, -3.19340, -0.75437], [-1.79564, -2.32491, -2.23475], [1.94756, -0.20448, -3.31480], [-0.12652, 0.14702, 3.11476], [3.96441, -0.14954, -0.28203], [0.47199, -4.60870, -0.68440], [-2.48921, -1.22718, 3.03759], [1.92882, -2.38467, 1.52708]],
  "mulliken_charge": [0.031, -0.716, -0.598, -0.656, -0.562, -0.654, -0.645, -0.630, -0.652, -0.678, -0.659, -0.631, -0.664, -0.575, 0.230, 0.319, 0.284, 0.314, 0.364, 0.329, 0.285, 0.272, 0.339, 0.282, 0.339, 0.426, 0.430, 0.293, 0.282, 0.354, 0.312, 0.403, 0.412, 0.277, 0.279, 0.317, 0.276, 0.301, 0.262, 0.310],
  "spin_multiplicity": 1,
  "mol_weight_g_mol": 254.38,
  "lumo_ha": -0.002,
  "homo_energy_ev": -10.13,
  "homo_lumo_gap_ev": 10.064
}



Relative energies in kcal/mol: one 0.0; two 11.8



one.
{
  "formula": "C7H15NO2",
  "method": "ωB97M-V/def2-TZVPD",
  "elements": ["O", "O", "N", "C", "C", "C", "C", "C", "C", "C", "H", "H", "H", "H", "H", "H", "H", "H", "H", "H", "H", "H", "H", "H", "H"],
  "coordinates": [[-1.03219, -1.71055, 0.81374], [-0.07254, 0.14771, 2.62848], [0.68628, -0.82187, -0.36007], [-0.62529, 1.24501, 1.94981], [1.67782, -1.36100, 0.56899], [-0.05390, 1.51136, 0.58269], [-0.88488, 1.86062, -0.46436], [1.27233, -0.40488, -1.62715], [-0.62170, -1.32381, -0.29027], [-1.50463, -0.87883, -1.35227], [-1.13776, -1.01027, -2.36342], [2.36088, -2.02521, 0.03352], [-1.71610, 1.14886, 1.87323], [1.17667, -1.92059, 1.35227], [2.23151, 0.07121, -1.42574], [0.63939, 0.30510, -2.14941], [-1.86352, 2.25241, -0.20024], [2.24341, -0.54696, 1.02585], [1.44996, -1.25809, -2.28804], [-0.41291, 2.13344, 2.56130], [-0.43266, -0.65170, 2.18880], [-1.43956, 0.50409, -1.03476], [1.02107, 1.61930, 0.52446], [-0.45530, 2.39094, -1.30717], [-2.50638, -1.27630, -1.24026]],
  "mulliken_charge": [-0.754, -0.550, 0.310, -0.622, -1.107, 0.459, -1.261, -1.227, 0.711, -1.023, 0.299, 0.381, 0.291, 0.399, 0.365, 0.430, 0.393, 0.293, 0.358, 0.362, 0.368, 0.087, 0.346, 0.318, 0.376],
  "spin_multiplicity": 1,
  "mol_weight_g_mol": 145.20,
  "lumo_ha": 0.023,
  "homo_energy_ev": -8.82,
  "homo_lumo_gap_ev": 9.455
}



two.
{
  "formula": "C7H15NO2",
  "method": "ωB97M-V/def2-TZVPD",
  "elements": ["O", "O", "N", "C", "C", "C", "C", "C", "C", "C", "H", "H", "H", "H", "H", "H", "H", "H", "H", "H", "H", "H", "H", "H", "H"],
  "coordinates": [[0.37061, -1.23543, 1.69340], [3.54788, 0.05539, 0.97386], [2.91364, -2.08050, 1.42122], [0.69955, 0.55469, -0.86407], [-1.54788, 1.23678, 0.66763], [-1.22673, 0.47927, -0.59673], [-1.58829, -0.96251, -0.53127], [-1.71450, 1.18054, -1.84072], [1.20791, -0.37597, 1.38823], [2.68329, -0.76354, 1.22306], [-0.94476, -1.43204, 0.24360], [1.72747, 0.35906, -0.57754], [-1.41371, 2.22674, -1.86252], [-2.60407, -1.09836, -0.15425], [0.66134, 1.62721, -1.02824], [-1.08516, 2.22303, 0.67087], [-2.63222, 1.37850, 0.74154], [2.15247, -2.66216, 1.73278], [-1.47980, -1.46497, -1.49039], [1.09743, 0.67589, 1.69843], [-2.80731, 1.14156, -1.86990], [0.73456, 0.01573, -1.81050], [-1.34313, 0.68892, -2.73921], [-1.26205, 0.66812, 1.55048], [3.85346, -2.43594, 1.36024]],
  "mulliken_charge": [-0.673, -0.608, -0.334, -1.342, -1.568, 1.619, -1.406, -1.723, 0.409, 0.177, 0.271, 0.501, 0.395, 0.415, 0.334, 0.319, 0.483, 0.213, 0.348, 0.446, 0.456, 0.335, 0.375, 0.319, 0.240],
  "spin_multiplicity": 1,
  "mol_weight_g_mol": 145.20,
  "lumo_ha": 0.003,
  "homo_energy_ev": -9.59,
  "homo_lumo_gap_ev": 9.683
}



Relative energies in kcal/mol: one 5.4; two 0.0



one.
{
  "formula": "C24H30Cl3N4O6PPdS",
  "method": "ωB97M-V/def2-TZVPD",
  "elements": ["Pd", "Cl", "Cl", "Cl", "S", "P", "O", "O", "O", "O", "O", "O", "N", "N", "N", "N", "C", "C", "C", "C", "C", "C", "C", "C", "C", "C", "C", "C", "C", "C", "C", "C", "C", "C", "C", "C", "C", "C", "C", "C", "H", "H", "H", "H", "H", "H", "H", "H", "H", "H", "H", "H", "H", "H", "H", "H", "H", "H", "H", "H", "H", "H", "H", "H", "H", "H", "H", "H", "H", "H"],
  "coordinates": [[0.58800, 0.79507, 0.15072], [-3.37334, 2.57996, -2.34238], [-2.74529, 4.29818, -0.10554], [-1.14002, 4.39668, -2.51453], [0.09964, -1.69196, 2.13264], [-0.06490, -0.70502, -2.88889], [1.08307, -0.77870, 1.36215], [6.30272, 1.18199, -2.95247], [-0.27201, -1.64383, -1.75222], [-1.59022, 1.16722, -0.47582], [0.63967, 0.61044, -2.77035], [0.05555, 2.59186, -0.58994], [7.50379, 1.78900, -1.11875], [2.04324, -0.58252, -4.57984], [-2.69219, -0.59947, -2.35803], [2.53722, 1.11866, -0.00791], [-1.98250, 3.08115, 3.17569], [-1.14572, 2.30017, -0.79983], [-2.21440, 0.75938, 3.74870], [-2.77465, 2.01701, 3.58283], [-0.25601, -0.80242, 3.67484], [-4.06351, -4.71500, 2.62825], [2.95850, 2.31053, -0.44486], [-4.40923, -3.38652, 2.82582], [5.09719, 1.40082, -0.97704], [-0.85832, 0.55568, 3.51024], [-2.88394, -5.03488, 1.96888], [6.37925, 1.45876, -1.77208], [0.91872, -1.53557, -4.24381], [-2.05810, 3.36760, -1.43310], [4.67347, 0.19047, -0.44342], [-3.56900, -2.37659, 2.37766], [3.38189, 0.07708, 0.02490], [4.23686, 2.48776, -0.93268], [-0.06278, 1.63455, 3.12415], [-2.38299, -2.69100, 1.72285], [-0.62630, 2.89150, 2.95106], [-1.78177, -0.45142, -3.54070], [-1.46078, -1.60159, 1.23844], [-2.04768, -4.02768, 1.51503], [-3.67487, -0.52467, -2.61546], [0.72616, -0.77038, 4.15126], [0.35444, -1.74732, -5.14878], [-1.94351, 0.53119, -3.97731], [8.36835, 1.83464, -1.63564], [5.31962, -0.67687, -0.43567], [-0.87984, -1.48902, 4.25235], [-2.47204, 0.12602, -1.64393], [4.52727, 3.45543, -1.31853], [2.98219, -0.84755, 0.41092], [7.50197, 2.04673, -0.14775], [1.86887, 0.24571, -3.94637], [-2.50903, -1.50748, -1.92039], [-2.82609, -0.06303, 4.09890], [2.22940, 3.10838, -0.44448], [-2.04603, -1.22249, -4.26378], [-3.84580, -1.33885, 2.51981], [1.00487, 1.49452, 3.00423], [2.02834, -0.27852, -5.55138], [2.96564, -0.97229, -4.39413], [-0.00163, 3.72980, 2.66969], [-1.88350, -0.60360, 1.36029], [-1.13010, -4.28133, 0.99552], [-3.82490, 2.17142, 3.79184], [-2.61687, -6.07078, 1.80863], [1.33846, -2.46670, -3.87204], [-5.33330, -3.13548, 3.32912], [-2.41757, 4.06518, 3.06410], [-1.13923, -1.74780, 0.20426], [-4.71437, -5.50221, 2.98402]],
  "mulliken_charge": [1.334, -0.136, -0.068, -0.086, 0.114, 1.527, -0.348, -0.582, -0.957, -0.677, -1.065, -0.210, -0.315, -0.208, 0.063, -0.092, -0.470, -0.324, -0.212, -0.882, -1.212, -0.475, -0.768, -0.907, 0.516, 0.126, -0.888, 0.084, -0.868, 0.962, -0.592, -0.100, -0.608, -0.483, -0.113, -0.128, -0.862, -0.955, 0.352, -0.133, 0.438, 0.552, 0.459, 0.375, 0.268, 0.516, 0.565, -0.106, 0.497, 0.687, 0.221, 0.332, 0.341, 0.621, 0.737, 0.550, 0.502, 0.503, 0.372, 0.356, 0.429, 0.216, 0.424, 0.463, 0.425, 0.350, 0.431, 0.625, 0.075, 0.424],
  "spin_multiplicity": 1,
  "mol_weight_g_mol": 746.35,
  "lumo_ha": -0.222,
  "charge": 2,
  "homo_energy_ev": -13.72,
  "homo_lumo_gap_ev": 7.678
}



two.
{
  "formula": "C24H30Cl3N4O6PPdS",
  "method": "ωB97M-V/def2-TZVPD",
  "elements": ["Pd", "Cl", "Cl", "Cl", "S", "P", "O", "O", "O", "O", "O", "O", "N", "N", "N", "N", "C", "C", "C", "C", "C", "C", "C", "C", "C", "C", "C", "C", "C", "C", "C", "C", "C", "C", "C", "C", "C", "C", "C", "C", "H", "H", "H", "H", "H", "H", "H", "H", "H", "H", "H", "H", "H", "H", "H", "H", "H", "H", "H", "H", "H", "H", "H", "H", "H", "H", "H", "H", "H", "H"],
  "coordinates": [[-0.45373, 0.32044, 0.32618], [4.50061, 1.32673, 0.91625], [3.51406, 0.15108, 3.37363], [3.98254, -1.50489, 1.04398], [-2.73694, 2.41356, 1.09530], [1.04640, 1.53285, -2.20260], [1.57356, 1.49459, 1.04206], [-0.92397, -4.63890, -3.79608], [1.20724, -0.65350, 1.17034], [-0.02800, 2.39037, -1.62594], [-2.37186, 1.05796, 0.41748], [1.16979, 0.08796, -1.78913], [-1.19352, -1.32360, -0.31829], [2.45018, 3.31354, -0.71728], [0.87981, -0.12212, -4.34320], [-2.82352, -5.44515, -2.83975], [-1.69301, -3.49106, -1.92035], [-1.00398, 5.45067, 2.47107], [2.60507, 2.47281, -1.94322], [-1.18039, 3.30725, 1.17630], [1.98408, 0.32499, 1.23169], [-2.07125, -1.21763, -1.32185], [-0.36839, 2.25576, 5.43452], [-1.88648, 5.52862, 0.23408], [-2.35726, -2.28966, -2.13740], [-1.61078, 7.55970, 1.49042], [0.89137, 1.35616, -4.05056], [-1.78454, -4.59851, -2.94177], [-1.11915, 6.83180, 2.56305], [-1.49208, 2.53405, 4.66695], [-1.16894, 0.48380, 3.45879], [-1.99958, 6.90662, 0.32611], [-1.89336, 1.65583, 3.66712], [3.45486, 0.06392, 1.61158], [-0.03606, 0.21420, 4.21146], [-1.38570, 4.79453, 1.30741], [-0.81709, -3.59603, -0.84818], [-0.58783, -2.48930, -0.05618], [-3.08780, 1.96757, 2.81731], [0.36892, 1.10422, 5.19840], [-2.06306, 3.43696, 4.85111], [-3.06741, -2.17846, -2.94598], [-1.69465, 8.63604, 1.56004], [0.01404, -0.43226, -4.77984], [-0.74355, 3.06474, 0.20235], [-0.82097, 7.33781, 3.47167], [3.30460, 3.82105, -0.49165], [1.70287, 1.82450, -4.60236], [0.10418, -2.51057, 0.77063], [3.46041, 1.81329, -1.80830], [-2.20012, 5.01655, -0.67010], [-0.04667, 1.80287, -4.37159], [1.65219, -0.41466, -4.93955], [-3.51042, -5.36782, -2.11065], [-3.74766, 1.10558, 2.69931], [-0.56797, 2.89458, 1.97726], [-0.07436, 2.93614, 6.22261], [-0.60885, 4.88191, 3.30454], [-1.52499, -0.24312, 2.73929], [2.21906, 2.68874, 0.09484], [0.98220, -0.57149, -3.39608], [1.23901, 0.88497, 5.80307], [-0.29364, -4.51954, -0.64236], [1.67442, 3.96873, -0.83338], [0.52128, -0.69815, 4.04058], [2.78665, 3.12673, -2.79578], [-2.89343, -6.20785, -3.49563], [-2.54677, -0.25199, -1.44044], [-3.67968, 2.80070, 3.20149], [-2.38935, 7.47352, -0.50896]],
  "mulliken_charge": [1.336, -0.145, -0.075, -0.088, 0.114, 1.571, -0.760, -0.579, -0.258, -1.042, -0.484, -1.166, -0.023, 0.053, -0.179, -0.310, 0.590, -0.248, -1.048, 1.057, -0.184, -0.549, -0.748, -0.232, -0.563, -0.480, -0.881, 0.033, -0.831, -0.405, 0.083, -0.794, -0.066, 0.850, -0.688, -0.315, -0.720, -0.627, -1.086, -0.589, 0.508, 0.524, 0.419, 0.354, -0.204, 0.432, 0.450, 0.469, 0.751, 0.367, 0.444, 0.361, 0.381, 0.224, 0.526, 0.216, 0.464, 0.455, 0.584, 0.018, 0.307, 0.475, 0.507, 0.366, 0.561, 0.582, 0.264, 0.681, 0.570, 0.417],
  "spin_multiplicity": 1,
  "mol_weight_g_mol": 746.35,
  "lumo_ha": -0.233,
  "charge": 2,
  "homo_energy_ev": -13.65,
  "homo_lumo_gap_ev": 7.322
}



Relative energies in kcal/mol: one 0.0; two 13.1